Formula: C6H12O
Source: the Open Molecules 2025 dataset
Level of theory: ωB97M-V/def2-TZVPD

Cartesian coordinates (Å):
C -1.208 2.130 -0.402
C -0.411 0.948 0.123
O 0.084 1.307 1.394
C -1.272 -0.308 0.210
C -1.221 -1.391 -0.798
C -0.656 -1.622 0.569
C 2.553 -1.229 0.240
H -1.621 1.909 -1.391
H -0.568 3.014 -0.472
H -2.031 2.353 0.286
H 0.420 0.738 -0.572
H 0.467 0.511 1.790
H -2.211 -0.150 0.746
H -0.459 -1.333 -1.579
H -2.101 -1.959 -1.094
H 1.638 -1.692 0.627
H 2.335 -0.632 -0.650
H 3.265 -2.011 -0.028
H 2.998 -0.583 1.000

Properties
- Strongest force on any atom: 0.0072 hartree/bohr
- E_LUMO: -0.573 eV
- E_HOMO: -9.2 eV